Record 1
{"formula": "C6H10O", "method": "ωB97M-V/def2-TZVPD", "symbols": ["C", "C", "O", "C", "C", "C", "C", "H", "H", "H", "H", "H", "H", "H", "H", "H", "H"], "coordinates": [[-2.019, -0.454, 0.336], [-0.874, -0.060, -0.584], [-0.557, 1.296, -0.283], [0.845, 1.528, -0.324], [1.515, 0.174, -0.252], [1.119, -0.690, 0.913], [0.419, -0.840, -0.405], [-2.906, 0.144, 0.107], [-1.731, -0.253, 1.373], [-2.270, -1.515, 0.240], [-1.191, -0.153, -1.636], [1.134, 2.057, -1.243], [1.085, 2.172, 0.530], [2.485, 0.043, -0.723], [0.583, -0.221, 1.736], [1.801, -1.484, 1.206], [0.562, -1.744, -0.991]], "e_lumo_ha": 0.0418, "orbital_gap_ev": 10.66, "smiles": "C[C@H]1OC[C@H]2C[C@H]21", "charge": 0, "de_lowest_kcal_mol": 13.8, "largest_force_ha_per_bohr": 0.005}


Record 2
{"formula": "C2H3O2", "method": "ωB97M-V/def2-TZVPD", "symbols": ["C", "C", "O", "O", "H", "H", "H"], "coordinates": [[-0.249, -0.699, 0.035], [-0.163, 1.103, -0.442], [0.497, 0.315, 0.493], [-0.954, 0.020, -0.807], [-0.111, -3.651, 0.672], [-0.645, 1.823, 0.138], [0.304, 1.456, -1.405]], "e_lumo_ha": [-0.3697, -0.2261], "orbital_gap_ev": [6.21, 12.93], "charge": 1, "de_lowest_kcal_mol": 147.1, "largest_force_ha_per_bohr": 0.075}


Record 3
{"formula": "C13H17N3O5ReS", "method": "ωB97M-V/def2-TZVPD", "symbols": ["Re", "O", "C", "C", "N", "C", "C", "O", "O", "C", "C", "O", "O", "H", "H", "H", "H", "H", "H", "H", "H", "H", "N", "C", "S", "N", "C", "C", "C", "C", "C", "C", "H", "H", "H", "H", "H", "H", "H", "H"], "coordinates": [[-0.201, -2.204, -0.623], [-1.759, -3.721, 0.050], [-3.047, -3.115, 0.206], [-3.206, -2.017, -0.843], [-2.078, -1.058, -0.739], [-1.915, -0.337, -2.002], [-1.313, -1.326, -3.095], [-1.483, -1.126, -4.254], [-0.631, -2.290, -2.552], [-2.189, -0.199, 0.446], [-0.933, -0.308, 1.391], [-0.724, 0.543, 2.206], [-0.183, -1.346, 1.181], [-1.818, -4.466, -0.570], [-3.077, -2.727, 1.229], [-3.834, -3.866, 0.109], [-4.153, -1.482, -0.733], [-3.181, -2.471, -1.840], [-1.197, 0.480, -1.881], [-2.850, 0.079, -2.387], [-3.047, -0.484, 1.058], [-2.303, 0.855, 0.182], [2.635, -0.988, 1.443], [2.458, -0.631, 0.194], [2.047, -1.851, -1.036], [2.538, 0.606, -0.278], [2.576, 1.866, 0.350], [3.148, 2.130, 1.599], [3.080, 3.411, 2.117], [2.458, 4.438, 1.405], [1.903, 4.176, 0.153], [1.973, 2.907, -0.378], [2.525, -1.959, 1.711], [2.736, -0.305, 2.186], [2.427, 0.684, -1.289], [3.700, 1.376, 2.140], [3.529, 3.622, 3.075], [2.423, 5.435, 1.817], [1.420, 4.966, -0.398], [1.544, 2.702, -1.349]], "e_lumo_ha": [-0.3552, -0.3462], "orbital_gap_ev": [5.24, 5.48], "charge": 2, "multiplicity": 2, "largest_force_ha_per_bohr": 0.079}


Record 4
{"formula": "C5H5BrF7N", "method": "ωB97M-V/def2-TZVPD", "symbols": ["C", "C", "Br", "C", "F", "N", "C", "F", "F", "F", "C", "F", "F", "F", "H", "H", "H", "H", "H"], "coordinates": [[-0.691, -0.990, -0.033], [-0.292, 0.375, 0.401], [-1.911, 1.464, 0.179], [0.799, 1.037, -0.452], [0.768, 2.418, -0.435], [2.108, 0.617, -0.230], [2.647, 0.987, 1.052], [2.443, -0.062, 1.853], [3.921, 1.268, 0.977], [2.060, 2.063, 1.619], [3.003, 0.600, -1.326], [3.702, -0.538, -1.259], [2.363, 0.559, -2.486], [3.660, 1.709, -1.383], [-1.231, -1.618, 0.593], [0.070, -1.599, -0.397], [-1.427, -0.961, -0.793], [0.044, 0.308, 1.516], [0.514, 0.777, -1.531]], "e_lumo_ha": 0.0289, "orbital_gap_ev": 11.24, "smiles": "C[C@H](Br)[C@@H](F)N(C(F)(F)F)C(F)(F)F", "charge": 0, "largest_force_ha_per_bohr": 0.075}